An isolated molecule of C2ClN3 at a distorted geometry, computed with ωB97M-V/def2-TZVPD.

Properties
HOMO energy: -10.07 eV
SMILES string: N#CN=C=NCl
Frontier orbital gap: 8.112 eV
Calculated total energy: -700.53916 hartree

Geometry as ORCA input:
```
! RIJCOSX wB97M-V def2-TZVPD def2/J DEFGRID3
* xyz 0 1
N -2.64 0.08 0.06
C -1.50 0.18 0.03
N -0.25 0.46 -0.03
C 0.97 0.25 0.00
N 2.16 0.07 -0.02
Cl 3.96 0.06 0.02
*
```

An isolated molecule of C10H12N2 at a distorted geometry, computed with ωB97M-V/def2-TZVPD.

Properties
HOMO energy: -7.84 eV
SMILES string: CC(C)=C1C=CC=C[C@@H]1N1C=N1
Frontier orbital gap: 7.919 eV
Calculated total energy: -497.55026 hartree

Geometry as ORCA input:
```
! RIJCOSX wB97M-V def2-TZVPD def2/J DEFGRID3
* xyz 0 1
C 0.94 2.41 0.19
C 0.93 1.01 -0.32
C 2.30 0.51 -0.71
C -0.13 0.19 -0.17
C -1.35 0.69 0.23
C -2.48 -0.01 0.12
C -2.48 -1.32 -0.48
C -1.33 -1.80 -1.01
C -0.05 -1.26 -0.59
N 0.08 -2.20 0.66
C 0.20 -1.44 1.83
N 1.32 -1.97 1.46
H 0.01 3.00 0.02
H 1.28 2.51 1.32
H 1.87 2.95 -0.26
H 2.69 -0.18 -0.05
H 2.28 0.06 -1.76
H 2.91 1.47 -0.71
H -1.33 1.64 0.74
H -3.36 0.48 0.55
H -3.43 -1.85 -0.60
H -1.38 -2.78 -1.53
H 0.76 -1.52 -1.27
H -0.26 -0.60 2.33
*
```

Number 1: LUMO -0.0721 Eh. Number 2: LUMO 0.0028 Eh.